Entry 1:
Density functional theory data (wB97M-V/def2-TZVPD) for a molecular structure, C6H12IrN2PS.

ORCA input file:
```
! wB97M-V def2-TZVPD RIJCOSX def2/J DEFGRID3
* xyz 1 6
N 0.552 0.615 3.103
H 1.065 1.443 2.804
H -0.541 -1.597 3.718
H 0.892 -2.491 -2.779
H 1.166 -0.169 -4.139
H -1.478 1.986 1.325
P -0.401 1.971 0.370
S 1.750 -0.686 1.039
H -0.696 -2.165 -0.760
Ir 0.670 -0.034 -0.764
C -1.185 -0.052 -1.771
C -0.590 -1.372 -1.513
H 0.261 -2.547 2.462
C 0.697 -0.556 2.440
C -0.249 0.680 -2.570
H -2.139 0.286 -1.391
H -0.252 0.728 3.726
H -0.067 1.771 -2.677
N 0.111 -1.655 2.936
C 0.462 -1.525 -2.520
C 0.635 -0.328 -3.184
H -1.102 2.660 -0.675
H 0.438 3.036 0.820
*
```

* expectation value of S²: 8.77


Entry 2:
Density functional theory data (wB97M-V/def2-TZVPD) for a molecular structure, C6H12N.

ORCA input file:
```
! wB97M-V def2-TZVPD RIJCOSX def2/J DEFGRID3
* xyz 1 1
H -1.939 1.746 -2.353
C 0.331 1.740 -0.012
H -0.064 2.754 0.020
C 1.457 -1.776 2.027
H -2.175 -1.504 -0.073
C -0.450 0.915 -0.965
H -0.315 -1.785 2.848
C -0.866 1.733 -2.192
H 2.151 -1.947 2.909
H -0.661 1.242 -3.106
C -0.721 -0.315 -0.816
H 1.304 1.600 -0.232
H -0.846 -2.373 -0.979
N 0.183 -1.758 1.990
H -0.440 -1.614 0.819
H -0.589 2.752 -2.052
H 0.337 1.455 1.114
H 1.974 -1.840 1.038
C -1.119 -1.506 -0.485
*
```


Entry 3:
Density functional theory data (wB97M-V/def2-TZVPD) for 2 unconnected molecules or ions with the total composition C6H12N.

ORCA input file:
```
! wB97M-V def2-TZVPD RIJCOSX def2/J DEFGRID3
* xyz 1 1
H -0.294 -1.584 3.762
C -1.167 -1.373 0.667
C -0.663 -0.388 -2.355
H 1.878 0.437 -1.777
H -0.877 1.235 -0.847
H 0.221 -0.985 -2.609
H -1.647 -0.747 -2.276
H -0.314 -0.299 -0.196
H -0.307 -0.039 3.595
H -0.572 0.334 -3.086
N -0.288 0.422 -1.121
H 0.712 2.482 0.353
H 2.379 2.325 -0.512
C 1.131 0.893 -1.127
C -0.722 -1.196 1.790
C 1.400 1.941 -0.362
H 0.993 -0.756 3.071
C -0.033 -0.891 3.033
H -1.831 -1.810 -0.004
*
```


Entry 4:
Density functional theory data (wB97M-V/def2-TZVPD) for 2 unconnected molecules or ions with the total composition C6H12N.

ORCA input file:
```
! wB97M-V def2-TZVPD RIJCOSX def2/J DEFGRID3
* xyz 1 1
N 4.481 0.976 -0.196
H -0.269 0.656 -1.921
C -1.585 -0.847 -0.834
C 0.551 -0.030 -0.120
H -1.922 -0.834 1.914
C -0.310 -0.036 -1.076
H -1.975 -1.327 -1.735
H -0.802 0.308 1.237
H -2.608 0.968 -0.466
H -2.301 0.873 2.063
C -2.543 -0.009 0.023
C -1.908 0.121 1.389
H 3.938 1.614 -0.778
H 2.914 -0.373 -0.404
H -1.319 -1.695 -0.196
H 1.007 0.888 0.233
H -3.545 -0.434 -0.014
C 3.866 -0.093 0.061
H 4.331 -0.725 0.819
*
```


Computed ΔE to the lowest compared entry with this formula, charge and spin (kJ/mol) in order:
60.01; 380.66; 385.86; 648.92